#w
C3H9N2O3 | wB97M-V/def2-TZVPD

Structure (ORCA input):
```
! wB97M-V def2-TZVPD RIJCOSX def2/J DEFGRID3
* xyz -1 1
C 1.0795 2.2911 0.3405
N 1.3822 0.9180 -0.0689
C 0.8382 0.7413 -1.5268
O 1.3492 1.5274 -2.4201
H 1.2005 2.9815 -0.4957
H 1.7171 2.5913 1.1763
H 0.0478 2.3200 0.6928
H 2.3884 0.8077 -0.1488
H -0.2675 0.8987 -1.3484
H 1.0125 -0.3649 -1.6873
N -0.1689 -0.9681 1.4933
C -1.2835 -1.5559 0.9759
O -1.4369 -1.4402 -0.3549
O -2.1080 -2.1402 1.6486
H 0.4608 -0.3279 0.9530
H -0.1378 -1.0311 2.4892
H -0.7084 -0.9089 -0.7354
*
```

Its lowest unoccupied orbital energy is 3.8 eV. As for the gap between HOMO and LUMO: 7.22 eV.

Atom charges from the Mulliken analysis, given in e for atoms 1 to 5:
1 C -0.845
2 N -0.494
3 C -0.541
4 O -0.813
5 H 0.312

***

#x
C3H9N2O3 | wB97M-V/def2-TZVPD

Structure (ORCA input):
```
! wB97M-V def2-TZVPD RIJCOSX def2/J DEFGRID3
* xyz -1 1
O -1.7302 0.7131 0.6086
C -0.8764 0.0444 -0.0451
N 0.3435 -0.2575 0.3275
C 0.7008 0.3364 1.5891
O -0.0723 -0.0789 2.6822
C -1.3359 -0.5487 -1.3711
N -0.3107 -0.9956 -2.3128
H 1.7182 0.1365 -0.9503
H 0.7371 1.4330 1.4742
H 1.7296 0.1010 1.7896
H -2.0034 0.1936 -1.8449
H -2.0673 -1.3522 -1.2233
H 0.1406 -0.1720 -2.6985
H 0.3986 -1.4374 -1.7270
H 3.2081 0.0454 -0.7801
H -0.9936 0.0008 2.4041
O 2.5497 0.6248 -1.1792
*
```

Its lowest unoccupied orbital energy is 4.0 eV. As for the gap between HOMO and LUMO: 8.32 eV.

Atom charges from the Mulliken analysis, given in e for atoms 1 to 5:
1 O -0.851
2 C 0.641
3 N -0.620
4 C -0.270
5 O -0.574

***

How do the energies compare? Relative to the most stable structure, in kcal/mol: #w 8.0; #x 0.0.

***

#w
C4H2F2O | wB97M-V/def2-TZVPD

Structure (ORCA input):
```
! wB97M-V def2-TZVPD RIJCOSX def2/J DEFGRID3
* xyz 0 3
C 1.6186 0.3575 -0.6502
C 0.3684 0.6553 -0.9574
C -0.9640 0.4342 -0.7316
C 0.7723 -0.1314 0.3903
O 0.6620 -1.3921 0.5870
F -1.6889 1.4816 -0.2701
F 0.8137 0.6528 1.5767
H -1.6430 -0.4004 -1.2495
H 0.0610 -1.6576 1.3047
*
```

The expectation value of S² is 2.009. Its lowest unoccupied orbital energy (spin up / spin down) is 0.3 / -2.6 eV. As for the gap between HOMO and LUMO (spin up / spin down): 6.82 / 8.58 eV.

Atom charges from the Mulliken analysis, given in e for atoms 1 to 5:
1 C -0.441
2 C 0.120
3 C -0.271
4 C 0.833
5 O -0.419

***

#x
C4H2F2O | wB97M-V/def2-TZVPD

Structure (ORCA input):
```
! wB97M-V def2-TZVPD RIJCOSX def2/J DEFGRID3
* xyz 0 3
C 0.6997 -0.6709 -0.0945
C 0.7556 0.7945 -0.0505
C -0.5901 -1.0191 0.0117
C -0.5275 1.1133 -0.0468
O -1.4526 -0.0320 -0.0610
F -0.9776 -2.2990 0.0057
F -1.0587 2.3376 -0.0354
H 1.4247 -1.4926 0.2040
H 1.7265 1.2682 0.0668
*
```

The expectation value of S² is 2.013. Its lowest unoccupied orbital energy (spin up / spin down) is 0.9 / -2.1 eV. As for the gap between HOMO and LUMO (spin up / spin down): 5.63 / 8.71 eV.

Atom charges from the Mulliken analysis, given in e for atoms 1 to 5:
1 C -0.288
2 C -0.152
3 C 0.437
4 C 0.080
5 O -0.277

***

How do the energies compare? Relative to the most stable structure, in kcal/mol: #w 62.8; #x 0.0.

***

#w
C3H9O | wB97M-V/def2-TZVPD

Structure (ORCA input):
```
! wB97M-V def2-TZVPD RIJCOSX def2/J DEFGRID3
* xyz -1 1
O 3.1942 -0.3322 1.4781
H 2.5486 0.3531 1.3795
C -1.1219 0.6278 0.6786
C -0.1992 -0.4428 0.0611
C -0.1709 -0.3469 -1.4708
H -2.1778 0.3834 0.7314
H -0.7616 0.7575 1.7034
H -0.9020 1.5725 0.1767
H 0.8124 -0.3918 0.4621
H -0.5944 -1.4263 0.3300
H 0.4596 -1.0660 -1.9733
H 0.1264 0.6735 -1.7379
H -1.2133 -0.3618 -1.8189
*
```

Its lowest unoccupied orbital energy is 3.9 eV. As for the gap between HOMO and LUMO: 5.98 eV.

Atom charges from the Mulliken analysis, given in e for atoms 1 to 5:
1 O -1.130
2 H 0.133
3 C -1.061
4 C 0.089
5 C -1.178

***

#x
C3H9O | wB97M-V/def2-TZVPD

Structure (ORCA input):
```
! wB97M-V def2-TZVPD RIJCOSX def2/J DEFGRID3
* xyz -1 1
O 1.7387 1.7744 1.1757
H 1.1256 2.1426 0.5624
C 0.4328 -0.0609 -0.9888
C -0.6501 -0.2565 0.1081
C -1.5423 -1.4784 -0.1998
H 0.7288 -1.0121 -1.4669
H 1.3916 0.2442 -0.5659
H 0.0284 0.6102 -1.7386
H -1.2120 0.6754 0.0623
H -0.1165 -0.3428 1.0500
H -2.5928 -1.5029 0.0978
H -1.4583 -1.6863 -1.2704
H -1.0874 -2.3203 0.3194
*
```

Its lowest unoccupied orbital energy is 4.0 eV. As for the gap between HOMO and LUMO: 6.07 eV.

Atom charges from the Mulliken analysis, given in e for atoms 1 to 5:
1 O -1.122
2 H 0.145
3 C -1.326
4 C -0.089
5 C -1.091

***

#y
C3H9O | wB97M-V/def2-TZVPD

Structure (ORCA input):
```
! wB97M-V def2-TZVPD RIJCOSX def2/J DEFGRID3
* xyz -1 1
O 3.2953 0.1609 -0.5032
H 3.8569 0.8518 -0.8688
C -1.7030 -0.5735 0.5467
C -0.1791 -0.6053 0.2970
C 0.1263 0.6569 -0.4716
H -2.1837 0.4553 0.7110
H -2.1561 -1.0655 1.4363
H -2.2005 -0.9855 -0.3347
H 0.1644 -1.4489 -0.1651
H 0.3165 -0.4813 1.3099
H -0.4058 0.8448 -1.4356
H -0.1530 1.5867 0.2245
H 1.2219 0.6035 -0.7465
*
```

Its lowest unoccupied orbital energy is 3.9 eV. As for the gap between HOMO and LUMO: 6.14 eV.

Atom charges from the Mulliken analysis, given in e for atoms 1 to 5:
1 O -1.136
2 H 0.122
3 C -1.014
4 C -0.202
5 C -0.823

***

How do the energies compare? Relative to the most stable structure, in kcal/mol: #w 0.0; #x 3.9; #y 9.1.

***

#w
CH6S | wB97M-V/def2-TZVPD

Structure (ORCA input):
```
! wB97M-V def2-TZVPD RIJCOSX def2/J DEFGRID3
* xyz 0 1
S -1.4085 0.3444 -0.2933
H -1.8002 -0.1040 0.9102
H -1.6284 -0.8546 -0.8229
C 2.4066 -0.5254 0.4226
H 2.3189 0.0530 1.3405
H 3.1010 -1.3553 0.5217
H 2.7553 0.1374 -0.3714
H 1.4302 -0.9153 0.1526
*
```

Its SMILES is C.S. Its lowest unoccupied orbital energy is 0.9 eV. As for the gap between HOMO and LUMO: 10.72 eV.

Atom charges from the Mulliken analysis, given in e for atoms 1 to 5:
1 S -0.346
2 H 0.163
3 H 0.155
4 C -0.852
5 H 0.220

***

#x
CH6S | wB97M-V/def2-TZVPD

Structure (ORCA input):
```
! wB97M-V def2-TZVPD RIJCOSX def2/J DEFGRID3
* xyz 0 1
S -0.5723 -2.0217 1.5129
H 0.1262 -0.9696 1.1038
H -0.1636 -2.6652 2.6575
C 0.1239 1.1384 -1.0427
H 0.2010 0.2497 -1.6733
H -0.8328 1.6251 -1.2154
H 0.1964 0.8342 0.0377
H 0.9212 1.8092 -1.3806
*
```

Its SMILES is C.S. Its lowest unoccupied orbital energy is 0.8 eV. As for the gap between HOMO and LUMO: 10.60 eV.

Atom charges from the Mulliken analysis, given in e for atoms 1 to 5:
1 S -0.285
2 H 0.105
3 H 0.159
4 C -0.786
5 H 0.249

***

How do the energies compare? Relative to the most stable structure, in kcal/mol: #w 0.0; #x 11.7.